63
Properties=species:S:1:pos:R:3:forces:R:3 method="wB97M-V/def2-TZVPD" charge=+1 gap_ev=8.118
C 0.79904 -1.64164 -2.77418 -0.330 0.331 -0.422
C 0.84492 -0.12761 -3.04134 -0.144 -0.152 0.436
C 1.77819 0.59348 -2.05087 -0.041 0.013 -0.354
C 1.62492 2.06407 -2.21337 0.438 0.700 -0.394
C 2.20258 2.71974 -3.29161 -0.574 -0.170 0.789
C 1.97917 4.08297 -3.41538 0.525 -0.093 -0.665
N 1.27148 4.76762 -2.53969 -0.312 -0.736 1.037
P 1.06090 6.56711 -2.81130 0.193 0.709 -0.719
C 1.72003 7.23965 -1.27511 -0.258 -0.246 -0.019
O -0.53100 6.73452 -2.56044 0.150 -0.481 0.352
N 0.69683 4.17644 -1.47805 0.234 0.511 -0.598
C 0.85574 2.88555 -1.33203 -0.172 -0.575 0.377
C 0.15288 2.30644 -0.12973 0.340 -0.105 -0.142
C 1.03049 2.31146 1.11707 0.090 0.205 0.198
C 2.19388 1.37547 1.23421 -0.444 -0.252 0.152
N 0.78376 3.06704 2.09861 -0.205 0.187 0.031
H 1.14552 -2.18737 -3.64486 0.257 -0.193 0.071
H -0.23034 -1.95025 -2.62314 -0.063 -0.143 0.160
H 1.37134 -1.91816 -1.89592 0.121 -0.166 0.035
H -0.15524 0.29037 -2.91993 -0.092 0.076 -0.058
H 1.14803 0.09232 -4.06177 0.076 0.041 -0.108
H 1.55713 0.27126 -1.04338 -0.067 -0.022 0.151
H 2.81168 0.31691 -2.25625 0.105 -0.024 -0.018
H 2.78477 2.18489 -4.02427 0.113 0.042 -0.101
H 2.39154 4.63804 -4.24576 -0.055 0.189 -0.020
H 2.74533 6.89170 -1.17504 0.149 0.048 0.119
H 1.73178 8.31858 -1.41191 0.068 0.144 -0.012
H 1.12184 7.00479 -0.39857 0.008 -0.161 0.050
H -1.03801 5.97328 -2.86692 -0.308 0.223 -0.145
H -0.15347 1.28725 -0.35551 -0.149 -0.085 0.009
H -0.72309 2.91211 0.07053 -0.165 0.014 -0.027
H 1.81186 0.35257 1.22001 0.121 -0.149 -0.218
H 2.63615 1.51841 2.21228 0.242 0.161 0.010
H 2.93141 1.50262 0.44708 0.122 -0.026 -0.084
H -0.04686 3.63053 1.91557 0.006 0.113 0.144
C -0.16615 -0.77638 3.78278 -0.162 -0.166 0.022
C -1.01089 0.46354 3.98782 0.468 0.021 -0.111
O -2.41157 0.13513 4.02334 -0.113 0.082 -0.048
C -2.87594 -0.29981 5.18913 0.179 0.094 -0.106
O -2.25306 -0.44413 6.19534 -0.032 -0.059 0.121
C -4.38935 -0.56198 5.07600 -0.123 -0.106 0.014
F -4.68352 -1.20876 3.94234 -0.011 0.009 0.014
F -5.04947 0.60375 5.07476 0.009 0.019 -0.017
F -4.81476 -1.28842 6.09929 0.009 0.018 0.006
H -0.48527 -1.31280 2.88709 0.037 0.052 -0.041
H 0.88394 -0.50275 3.67783 0.003 0.028 0.020
H -0.26095 -1.45936 4.62572 0.050 0.048 0.048
H -0.89160 1.14514 3.14894 -0.182 0.018 -0.016
H -0.72540 0.99764 4.89248 -0.123 -0.066 0.090
C -0.87027 -7.93681 -1.83510 0.201 0.088 0.184
C -1.85044 -6.80156 -1.64270 -0.157 -0.355 -0.379
O -1.55654 -6.05768 -0.43907 -0.031 0.100 0.103
C -0.61608 -5.14048 -0.53037 -0.124 -0.143 -0.123
O 0.02178 -4.84410 -1.49833 0.088 0.136 -0.038
C -0.45957 -4.41949 0.82279 0.072 -0.034 0.128
F -0.45151 -5.27640 1.84102 0.006 0.046 -0.002
F -1.47565 -3.56104 0.99937 -0.021 0.033 -0.008
F 0.67659 -3.72091 0.84869 -0.004 0.038 -0.016
H -0.85454 -8.57959 -0.95514 -0.081 -0.045 -0.030
H -1.15425 -8.53315 -2.70078 -0.034 0.006 -0.008
H 0.14068 -7.56117 -1.99043 -0.022 0.026 -0.076
H -2.85908 -7.18253 -1.50373 -0.002 0.067 0.174
H -1.86234 -6.12804 -2.49815 0.118 0.114 0.077

=====

117
Properties=species:S:1:pos:R:3:forces:R:3 method="wB97M-V/def2-TZVPD" charge=-1 multiplicity=2 gap_ev="6.099 / 6.065"
Ti 0.15792 -0.54774 0.13811 -1.015 -1.227 -0.541
Te -4.22745 0.89964 -0.31168 -0.332 -0.692 -0.581
C -6.02644 0.29023 -1.28990 -0.004 0.119 0.135
C -6.28091 -1.05830 -1.50469 0.078 -0.006 -0.001
C -7.41717 -1.42810 -2.20416 -0.029 0.087 -0.047
N -8.30264 -0.55961 -2.69440 -0.074 -0.067 -0.036
C -8.06088 0.72826 -2.47197 -0.028 0.036 -0.029
C -6.95584 1.20113 -1.77974 0.156 0.032 0.098
C -3.15363 -0.79354 -1.10425 0.214 1.116 0.898
P -1.63994 -0.18806 -1.95907 -1.167 -0.201 -0.551
C -2.22400 1.38150 -2.75490 0.416 0.084 0.119
C -3.20998 1.47505 -3.73350 0.045 0.037 -0.008
C -3.66076 2.71682 -4.15851 -0.027 -0.025 -0.019
C -3.12830 3.88281 -3.62781 -0.020 0.050 0.070
C -2.11762 3.80253 -2.68153 -0.004 0.043 -0.010
C -1.67004 2.56039 -2.26375 -0.006 -0.051 -0.036
C -1.69822 -1.27061 -3.47095 0.287 0.105 -0.024
C -0.54350 -1.60870 -4.17334 -0.031 0.040 -0.057
C -0.61846 -2.30934 -5.36942 0.034 0.019 -0.048
C -1.85014 -2.66919 -5.89327 -0.003 -0.033 0.014
C -3.00675 -2.35147 -5.19509 -0.028 0.003 -0.014
C -2.92829 -1.67590 -3.98630 -0.010 -0.019 -0.080
P -2.43401 -1.71153 0.29791 -0.877 -0.832 -0.867
C -3.94583 -2.14353 1.32315 0.195 0.137 0.217
C -4.39414 -1.29828 2.34195 0.049 -0.154 0.095
C -5.49830 -1.61321 3.11850 0.057 0.058 0.058
C -6.19869 -2.78722 2.89260 -0.044 -0.001 -0.025
C -5.78149 -3.63279 1.87897 -0.016 -0.018 0.016
C -4.66534 -3.32054 1.11452 0.029 0.035 -0.035
C -2.17560 -3.41433 -0.37352 -0.049 -0.003 0.122
C -2.83419 -3.85890 -1.51303 0.120 0.050 -0.041
C -2.68386 -5.16835 -1.95041 -0.084 -0.012 -0.047
C -1.88083 -6.04981 -1.24504 0.045 -0.033 -0.019
C -1.20915 -5.61117 -0.11192 -0.072 -0.017 0.114
C -1.35513 -4.30418 0.32053 -0.054 -0.029 -0.106
H -5.57942 -1.80250 -1.15342 0.045 -0.059 -0.008
H -7.62951 -2.47494 -2.39789 0.035 -0.017 0.058
H -8.78382 1.42133 -2.89189 0.015 0.045 0.047
H -6.80318 2.26596 -1.65129 -0.047 0.026 -0.044
H -3.64020 0.58850 -4.17228 -0.038 -0.048 0.040
H -4.44165 2.76981 -4.90752 -0.001 0.000 0.000
H -3.49929 4.84977 -3.94433 0.011 -0.008 -0.050
H -1.68186 4.70550 -2.26954 0.018 -0.007 0.003
H -0.87264 2.48794 -1.54071 0.048 -0.014 -0.028
H 0.42472 -1.34046 -3.77947 0.018 0.002 0.032
H 0.29520 -2.56905 -5.88988 -0.002 -0.006 -0.007
H -1.91145 -3.20275 -6.83415 0.011 -0.007 0.003
H -3.97628 -2.62312 -5.59607 -0.002 -0.042 0.032
H -3.83535 -1.46140 -3.43162 0.036 0.039 0.068
H -3.87813 -0.37495 2.55126 -0.016 0.033 -0.051
H -5.80357 -0.93731 3.90802 -0.023 -0.004 -0.004
H -7.05677 -3.04019 3.50221 -0.016 0.007 -0.008
H -6.31713 -4.55264 1.67975 -0.001 -0.005 0.010
H -4.35648 -4.01272 0.34620 -0.008 -0.027 0.010
H -3.45935 -3.16717 -2.06076 -0.051 -0.004 0.062
H -3.21037 -5.49650 -2.83861 0.043 -0.006 -0.030
H -1.76277 -7.07180 -1.58351 -0.004 -0.002 -0.013
H -0.56405 -6.28312 0.43981 0.016 -0.019 -0.031
H -0.79666 -3.97103 1.18289 0.022 0.040 0.052
N -2.08227 1.74679 2.72789 -0.105 -0.170 0.073
C -1.55314 0.63304 2.23655 0.202 -0.163 0.203
N -0.69706 0.93457 1.27152 -0.682 2.191 1.120
C -0.73091 2.32611 1.25395 -0.703 -0.824 0.575
N -1.58482 2.82528 2.12345 0.369 0.332 -0.222
C 0.13776 3.19637 0.48764 0.521 0.477 -0.509
C -0.10702 4.57588 0.44342 -0.282 -0.160 0.179
N 0.69822 5.41831 -0.17441 0.220 -0.047 -0.106
C 1.77468 4.87492 -0.74846 -0.246 0.130 0.133
C 2.00032 3.51138 -0.72892 0.279 -0.113 -0.196
N 1.18266 2.65250 -0.13009 -0.252 0.202 0.299
H -2.77345 1.84443 3.45190 -0.018 -0.044 -0.010
H -1.74784 -0.35006 2.62918 0.034 -0.042 -0.075
H -0.98648 4.98465 0.92563 0.001 -0.028 0.008
H 2.46617 5.55521 -1.22853 0.039 -0.057 -0.058
H 2.88095 3.10769 -1.20952 -0.021 -0.084 -0.023
O 2.96256 -2.73345 0.20649 0.218 0.351 0.127
S 2.38990 -1.84446 -0.78453 0.776 -1.758 -0.452
O 3.24715 -1.60944 -1.92067 -0.039 0.323 0.069
O 1.98783 -0.51889 -0.10265 1.667 0.528 -0.317
S 0.59572 -2.53009 -1.31565 0.082 -0.183 -0.079
Cl -1.31534 -4.31604 7.05833 -0.046 0.001 0.120
C -0.80620 -3.45086 5.63240 0.011 0.017 -0.140
C -1.67575 -3.30028 4.57099 -0.024 -0.008 0.055
C -1.23194 -2.67655 3.41206 0.132 0.029 0.070
C 0.06510 -2.17460 3.27470 0.097 0.131 -0.026
C 0.65580 -1.63705 2.00148 -0.262 0.021 0.391
C 0.89420 -2.30147 4.40188 -0.057 -0.076 0.069
C 0.48310 -2.94902 5.55423 0.013 0.049 0.057
H -2.68829 -3.67817 4.63319 0.001 -0.027 -0.012
H -1.91953 -2.61844 2.58592 -0.046 0.005 -0.024
H 1.03596 -2.51879 1.47512 0.055 0.003 0.058
H 1.54605 -1.07101 2.30153 0.066 -0.094 -0.068
H 1.91272 -1.93519 4.34773 -0.004 0.027 -0.044
H 1.16515 -3.08881 6.38269 -0.007 0.043 0.021
Br 6.48019 2.85461 3.26825 0.048 0.008 -0.009
C 6.29384 1.14256 2.47829 -0.095 0.003 -0.017
C 7.44775 0.40717 2.25088 0.050 0.029 0.027
C 7.36799 -0.85476 1.68199 -0.043 0.001 0.010
C 6.12973 -1.38376 1.35363 -0.004 0.010 -0.009
C 4.97903 -0.64724 1.58315 -0.124 -0.095 -0.037
C 5.04999 0.62033 2.13575 -0.034 0.261 0.184
I 3.25721 1.66930 2.43841 0.278 -0.127 0.055
H 8.40278 0.83032 2.53045 0.010 -0.002 -0.027
H 8.27456 -1.41698 1.50027 0.003 -0.008 0.017
H 6.02474 -2.36736 0.91592 0.044 0.000 -0.028
H 4.02548 -1.07833 1.32083 -0.082 -0.031 0.009
C 3.15430 1.60922 -4.87097 0.001 0.042 0.033
C 3.68617 1.33318 -3.62443 -0.001 0.055 0.018
C 2.82535 0.99185 -2.58977 0.034 0.136 -0.039
N 1.50317 0.90904 -2.72247 0.100 0.316 -0.346
C 1.00700 1.19996 -3.92698 0.024 -0.026 0.034
C 1.77861 1.54880 -5.02436 -0.008 0.008 -0.026
H 3.79866 1.88104 -5.69808 -0.017 -0.024 -0.026
H 4.75214 1.38008 -3.44572 0.001 -0.045 0.020
H 3.22093 0.79021 -1.60669 -0.004 -0.050 0.080
H -0.06962 1.14974 -4.02172 -0.015 0.007 -0.073
H 1.30419 1.76449 -5.97241 -0.018 -0.002 0.006

=====

33
Properties=species:S:1:pos:R:3:forces:R:3 method="wB97M-V/def2-TZVPD" smiles=CCCCO[Si@H]([C@@H](C)CC)P(O)Br de_lowest_kcal_mol=12.21 gap_ev=8.724
C 3.95000 -0.00610 1.07675 -0.151 -0.611 -0.024
C 3.60678 -0.52797 -0.34768 -0.239 0.037 0.229
C 2.05941 -0.59172 -0.61564 1.414 -0.603 0.094
C 1.51853 -1.84310 0.14241 0.762 0.206 0.388
O 0.23462 -1.68332 0.74995 -1.020 -0.121 -1.713
Si -0.98557 -1.24698 -0.37018 0.955 2.064 1.501
C -1.14900 0.66790 -0.30859 -0.624 0.037 -0.878
C -0.83912 1.31160 -1.71259 0.431 0.135 0.201
C -2.54115 1.17270 0.19411 0.453 0.999 0.786
C -2.34063 2.54345 0.94534 -0.234 -0.297 0.330
P -2.80307 -2.35800 0.30068 -1.412 -1.130 0.215
O -4.16636 -1.51763 -0.26554 1.685 -0.008 0.534
Br -2.76788 -2.01078 2.56393 0.066 0.295 -0.615
H 3.84306 -0.82334 1.81189 -0.011 0.361 -0.207
H 3.25232 0.78890 1.39108 0.433 -0.125 -0.196
H 4.99712 0.33300 1.15523 -0.505 0.014 -0.120
H 3.98601 -1.56018 -0.46427 0.081 0.425 -0.009
H 4.12845 0.09044 -1.09524 -0.367 -0.167 0.142
H 1.63539 0.36246 -0.27396 -0.207 -0.434 -0.159
H 1.94237 -0.73471 -1.70297 -0.346 0.339 0.374
H 2.22230 -2.05870 0.96715 -0.437 0.063 -0.241
H 1.55603 -2.73294 -0.52038 -0.186 0.445 0.191
H -0.67683 -1.64107 -1.75264 0.068 -0.399 -0.093
H -0.37695 1.04754 0.38719 -0.440 -0.456 -0.083
H -1.63495 2.00170 -2.04462 0.235 -0.424 0.167
H 0.08429 1.91662 -1.66180 -0.327 -0.277 -0.085
H -0.67238 0.55225 -2.49611 -0.174 0.358 0.190
H -3.25856 1.36030 -0.62071 0.429 -0.472 0.070
H -3.02514 0.48503 0.90217 0.225 0.102 -0.340
H -2.51332 2.41355 2.03024 0.065 0.035 -0.454
H -1.30502 2.91634 0.85464 -0.518 -0.016 -0.198
H -3.05455 3.31086 0.60582 0.380 -0.198 0.066
H -4.90622 -1.93810 0.17430 -0.484 -0.177 -0.064

=====

24
Properties=species:S:1:pos:R:3:forces:R:3 method="wB97M-V/def2-TZVPD" de_lowest_kcal_mol=208.07 gap_ev=4.260
C -0.34388 1.73989 -0.77784 0.287 0.220 -0.399
C -1.00913 0.59728 -1.55795 0.393 0.342 -1.066
N -1.90538 -0.15734 -0.69454 2.965 -0.343 1.651
C -1.42634 -1.49215 -0.39886 -1.510 0.406 -0.713
N 1.28251 0.61083 1.87718 0.454 -0.816 -0.082
H -0.77247 2.72919 -0.93201 -0.376 -0.147 0.182
H -0.18245 1.51468 0.26883 -0.179 0.089 0.201
H 0.68952 1.78638 -1.19195 0.066 -0.372 0.114
H -0.23172 -0.03946 -1.99789 -0.126 -0.310 0.325
H -1.46238 1.02014 -2.46148 -0.609 0.027 0.262
H -1.83323 0.30765 0.26533 -1.509 -0.030 0.276
H -1.60551 -2.12785 -1.26818 0.318 -0.147 -0.037
H -0.31835 -1.46492 -0.24350 0.638 -0.102 -0.127
H -1.82170 -1.88017 0.53498 -0.343 0.140 -0.091
H 1.48554 0.28685 0.92915 0.327 0.579 -0.135
H 1.42898 -1.86895 0.72818 0.377 0.128 -0.010
H 3.06384 0.56979 -0.70246 -0.405 0.238 -0.156
O 1.51294 -1.89859 -0.23378 -0.511 -0.305 -0.095
H 1.89859 -1.00152 -0.53657 -0.400 0.244 0.107
H 0.39679 0.09590 2.06597 -0.159 0.575 0.511
O 2.11231 0.46513 -0.88696 0.615 -0.333 -0.089
H 2.05530 0.23893 2.44008 -0.441 0.118 0.015
H -1.65356 -0.08143 2.84019 -0.477 0.084 0.072
O -1.36022 0.04974 1.93411 0.606 -0.286 -0.718

=====

7
Properties=species:S:1:pos:R:3:forces:R:3 method="wB97M-V/def2-TZVPD" de_lowest_kcal_mol=109.25 gap_ev="8.777 / 8.849"
C 0.37035 0.50953 0.35147 4.716 -1.558 -0.008
O -0.36519 -0.30361 -2.04783 0.931 -0.801 -1.824
F 1.48531 1.16610 -0.30598 -2.805 -1.597 1.169
F -0.05364 1.31798 1.25676 -0.442 0.484 0.805
S -0.99658 0.06710 -0.83443 -0.611 1.529 1.005
Br -1.58492 -1.63302 0.34987 -0.419 -0.892 0.480
H 1.14467 -1.12408 1.23014 -1.369 2.833 -1.627